[1]
Here is C8H2Cl5NOsSe as an isolated structure from OMol25. Energies are from wB97M-V/def2-TZVPD.

Summary:
Strongest force on any atom ... 0.0061 hartree/bohr
HOMO-LUMO gap (alpha / beta) ... 7.54 / 6.09 eV
Multiplicity ... 5
Energy relative to the best compared isomer or geometry (same formula, charge and spin) ... 0.0 kJ/mol
Lowest unoccupied orbital energy (alpha / beta) ... -0.3 / -2.7 eV
Electronic energy ... -5153.6953 Ha

Element x y z (Å)
Os 1.841 0.270 0.633
Cl 0.081 2.308 -1.352
C -0.822 0.953 -0.743
C -0.153 0.073 0.077
C -0.840 -1.004 0.588
Cl 0.078 -2.060 1.636
C -2.176 -1.235 0.298
Cl -2.985 -2.597 0.961
C -2.839 -0.337 -0.540
Cl -4.493 -0.589 -0.923
C -2.162 0.767 -1.065
Cl -2.966 1.883 -2.093
C 1.927 1.337 2.174
H 2.041 2.423 2.134
H 1.919 0.952 3.195
Se 5.024 -1.539 -2.542
C 3.718 -0.987 -1.552
N 2.808 -0.617 -0.885

Atom charges from the natural (NBO) analysis, given in e for atoms 1 to 2: Os 1.426; Cl 0.043

---

[2]
Here is C21H36Br3Cl12O7 as an isolated structure from OMol25. Energies are from wB97M-V/def2-TZVPD.

Summary:
Charge ... -1
Strongest force on any atom ... 0.0842 hartree/bohr
HOMO-LUMO gap ... 4.39 eV
Lowest unoccupied orbital energy ... 1.2 eV
Electronic energy ... -14592.7087 Ha

Element x y z (Å)
C 1.470 -1.373 -0.017
C 0.601 -0.119 -0.465
O -0.040 0.606 0.525
H 1.857 -1.845 -0.921
H 0.734 -2.087 0.354
H 2.273 -1.130 0.679
H -0.134 -0.587 -1.120
H 1.265 0.331 -1.203
O 2.313 -9.941 3.137
C 2.173 -8.782 2.757
O 2.255 -7.732 3.519
C 2.013 -6.505 2.831
C 2.356 -6.974 1.398
C 1.924 -8.358 1.296
H 2.605 -5.674 3.215
H 0.972 -6.191 2.897
H 3.438 -6.863 1.329
H 1.986 -6.316 0.611
H 2.453 -8.957 0.555
H 0.839 -8.438 1.234
O -3.809 6.451 -2.004
C -2.569 6.542 -1.990
O -1.948 7.632 -2.461
C -0.564 7.540 -2.404
C -0.479 6.682 -1.143
C -1.584 5.634 -1.329
H -0.166 8.538 -2.220
H -0.220 7.028 -3.303
H -0.589 7.274 -0.234
H 0.502 6.210 -1.094
H -1.916 5.429 -0.311
H -1.319 4.775 -1.944
O -7.238 3.719 4.313
C -6.764 2.930 3.505
O -6.325 3.274 2.288
C -5.954 2.133 1.502
C -5.823 0.974 2.470
C -6.535 1.393 3.752
H -5.037 2.375 0.965
H -6.722 2.033 0.735
H -4.752 0.785 2.548
H -6.214 0.051 2.043
H -5.824 1.250 4.566
H -7.462 0.891 4.028
C -3.787 -4.427 -0.447
Cl -5.568 -4.498 -0.667
Cl -3.163 -5.568 0.811
H -3.417 -4.710 -1.432
H -3.444 -3.407 -0.273
C -3.871 1.240 -5.016
Cl -4.194 2.908 -5.559
Cl -5.151 0.490 -4.183
H -3.630 0.701 -5.932
H -2.997 1.197 -4.366
C 3.815 4.018 2.001
Cl 4.042 4.106 3.855
Cl 4.918 5.047 1.176
H 3.851 3.007 1.593
H 2.820 4.426 1.825
C 4.463 -6.755 -3.941
Cl 4.717 -5.141 -3.191
Cl 2.754 -7.029 -4.100
H 4.893 -6.844 -4.938
H 4.840 -7.523 -3.266
C 8.254 0.517 0.697
Cl 7.888 0.798 2.419
Cl 6.851 -0.050 -0.226
H 8.623 1.454 0.282
H 9.024 -0.253 0.636
C -1.018 4.015 4.715
Cl -0.378 5.611 5.196
Cl -1.630 3.109 6.041
H -1.810 4.043 3.966
H -0.196 3.443 4.286
C 3.669 0.155 -5.203
Br 5.073 -0.703 -6.280
Br 2.031 0.386 -6.286
Br 4.261 1.998 -4.797
H 3.424 -0.371 -4.280

Atom charges from the Löwdin analysis, given in e for atoms 1 to 2: C -0.147; C -0.595

---

[3]
Here is a 2-piece molecular cluster, C6H16NS overall from OMol25. Energies are from wB97M-V/def2-TZVPD.

Summary:
Charge ... +1
Strongest force on any atom ... 0.0737 hartree/bohr
HOMO-LUMO gap ... 9.00 eV
Energy relative to the best compared isomer or geometry (same formula, charge and spin) ... 275.7 kJ/mol
Lowest unoccupied orbital energy ... -4.5 eV
Electronic energy ... -690.8065 Ha

Element x y z (Å)
C 0.149 1.036 -2.811
C 0.041 -1.650 1.334
C 1.621 0.253 0.759
C -0.178 0.612 2.172
C -0.169 -0.186 -1.911
C -0.963 0.130 -0.736
N 0.294 -0.274 1.120
S -2.336 -0.808 -0.328
H -0.673 1.459 -3.394
H 0.788 0.518 -3.527
H 0.624 1.815 -2.282
H -1.000 -1.896 1.221
H 0.522 -2.281 0.621
H 0.435 -1.950 2.305
H 1.771 1.117 1.323
H 2.331 -0.610 0.818
H 1.509 0.603 -0.261
H 0.431 0.417 3.078
H -0.202 1.628 1.822
H -1.113 0.341 2.576
H 0.738 -0.511 -1.551
H -0.777 -0.907 -2.550
H -1.020 1.190 -0.476
H -2.821 -0.045 0.677

Atom charges from the natural (NBO) analysis, given in e for atoms 1 to 2: C -0.593; C -0.439

---

[4]
Here is a 11-piece molecular cluster, C45H116N4O15 overall from OMol25. Energies are from wB97M-V/def2-TZVPD.

Summary:
SMILES string ... COCCNCCOC.COCCNCCOC.COCCNCCOC.COCCNCCOC.CC(C)O.CC(C)O.CC(C)O.CC(C)O.CC(C)O.CC(C)O.CC(C)O
Strongest force on any atom ... 0.0670 hartree/bohr
HOMO-LUMO gap ... 8.70 eV
Energy relative to the best compared isomer or geometry (same formula, charge and spin) ... 504.9 kJ/mol
Lowest unoccupied orbital energy ... 0.2 eV
Electronic energy ... -3131.3727 Ha

Element x y z (Å)
C 12.284 -20.971 -14.870
O 12.480 -19.517 -15.074
C 13.521 -19.013 -14.271
C 13.881 -17.607 -14.620
N 14.557 -17.439 -15.954
C 14.616 -16.026 -16.241
C 15.365 -15.803 -17.567
O 14.664 -16.364 -18.696
C 13.424 -15.690 -19.086
H 13.209 -21.418 -15.234
H 11.415 -21.352 -15.407
H 12.181 -21.230 -13.816
H 14.463 -19.550 -14.380
H 13.148 -18.962 -13.248
H 14.493 -17.182 -13.824
H 13.005 -16.960 -14.580
H 14.263 -18.003 -16.739
H 15.160 -15.422 -15.514
H 13.608 -15.613 -16.262
H 16.343 -16.285 -17.581
H 15.637 -14.762 -17.739
H 12.582 -15.823 -18.406
H 13.086 -16.203 -19.986
H 13.633 -14.705 -19.504
C 17.778 -10.568 -12.295
O 16.931 -11.707 -12.039
C 16.412 -11.751 -10.714
C 14.998 -12.379 -10.549
N 14.073 -11.333 -11.008
C 12.675 -11.648 -10.707
C 12.110 -12.702 -11.719
O 12.339 -12.343 -13.026
C 11.459 -11.322 -13.526
H 18.140 -10.487 -13.320
H 18.571 -10.429 -11.561
H 17.219 -9.645 -12.140
H 16.301 -10.759 -10.276
H 17.145 -12.254 -10.083
H 14.745 -12.679 -9.532
H 14.970 -13.232 -11.226
H 14.145 -11.443 -12.010
H 12.140 -10.702 -10.801
H 12.577 -11.889 -9.649
H 11.042 -12.811 -11.526
H 12.592 -13.654 -11.496
H 11.498 -11.300 -14.615
H 11.693 -10.333 -13.131
H 10.412 -11.479 -13.265
C 17.995 -15.765 -23.473
O 18.007 -14.516 -24.229
C 16.979 -13.594 -23.854
C 16.966 -12.471 -24.866
N 16.693 -12.930 -26.237
C 17.077 -11.980 -27.173
C 16.950 -12.388 -28.721
O 18.128 -13.043 -29.188
C 18.272 -13.225 -30.586
H 18.230 -15.588 -22.423
H 18.696 -16.498 -23.872
H 17.008 -16.227 -23.464
H 17.127 -13.303 -22.815
H 16.028 -14.125 -23.898
H 17.991 -12.102 -24.910
H 16.439 -11.589 -24.503
H 17.069 -13.862 -26.337
H 18.126 -11.705 -27.066
H 16.482 -11.083 -27.003
H 16.733 -11.538 -29.368
H 16.139 -13.079 -28.953
H 18.316 -12.282 -31.131
H 17.541 -13.870 -31.073
H 19.290 -13.588 -30.725
C 1.689 -18.256 -14.630
O 2.990 -18.508 -15.153
C 3.605 -19.695 -14.662
C 4.974 -19.859 -15.345
N 5.810 -18.717 -15.193
C 7.085 -18.905 -15.830
C 7.776 -17.627 -15.896
O 7.224 -16.706 -16.876
C 7.441 -15.329 -16.559
H 1.208 -17.494 -15.242
H 1.667 -17.838 -13.623
H 0.983 -19.086 -14.638
H 2.987 -20.574 -14.846
H 3.818 -19.455 -13.620
H 4.916 -20.096 -16.408
H 5.435 -20.731 -14.882
H 5.379 -17.887 -15.574
H 7.060 -19.384 -16.809
H 7.640 -19.569 -15.167
H 8.777 -17.818 -16.283
H 7.900 -17.190 -14.904
H 6.724 -14.965 -15.824
H 7.323 -14.607 -17.367
H 8.428 -15.114 -16.149
C 7.501 -3.395 -24.318
C 9.043 -3.114 -24.238
C 9.867 -4.366 -23.803
O 9.511 -2.839 -25.510
H 7.206 -4.128 -25.069
H 7.014 -2.477 -24.648
H 7.123 -3.803 -23.381
H 9.231 -2.242 -23.612
H 10.855 -4.089 -23.434
H 10.033 -5.143 -24.549
H 9.447 -4.742 -22.870
H 8.904 -2.216 -25.915
C 14.803 -4.498 -20.682
C 15.345 -3.612 -19.547
C 16.772 -3.304 -19.814
O 14.638 -2.404 -19.589
H 14.819 -4.009 -21.656
H 13.752 -4.744 -20.526
H 15.398 -5.410 -20.733
H 15.274 -4.143 -18.598
H 17.343 -4.223 -19.947
H 17.134 -2.725 -18.964
H 16.945 -2.769 -20.747
H 14.918 -1.909 -20.363
C 9.946 -9.315 -20.398
C 10.934 -10.474 -20.648
C 12.057 -9.964 -21.595
O 11.599 -10.804 -19.476
H 9.229 -9.654 -19.650
H 9.372 -9.235 -21.322
H 10.367 -8.369 -20.059
H 10.475 -11.367 -21.072
H 12.729 -9.218 -21.171
H 11.547 -9.538 -22.460
H 12.720 -10.770 -21.907
H 12.211 -10.106 -19.228
C 15.679 -9.994 -15.841
C 16.150 -9.133 -16.990
C 16.373 -9.895 -18.341
O 15.248 -8.149 -17.243
H 15.449 -9.518 -14.888
H 16.395 -10.770 -15.573
H 14.775 -10.495 -16.185
H 17.044 -8.548 -16.772
H 15.497 -10.509 -18.547
H 17.299 -10.469 -18.370
H 16.539 -9.208 -19.172
H 15.154 -7.579 -16.476
C 11.569 -13.956 -26.029
C 11.342 -12.654 -26.781
C 10.064 -11.951 -26.413
O 12.368 -11.792 -26.455
H 12.455 -14.522 -26.315
H 10.733 -14.652 -26.101
H 11.555 -13.685 -24.973
H 11.433 -12.860 -27.847
H 9.889 -11.173 -27.156
H 10.096 -11.529 -25.408
H 9.187 -12.594 -26.486
H 13.173 -12.314 -26.485
C 4.345 -14.498 -23.416
C 5.745 -14.520 -23.866
C 6.763 -14.498 -22.709
O 5.931 -15.736 -24.617
H 3.643 -14.479 -24.249
H 4.151 -13.534 -22.945
H 4.171 -15.315 -22.716
H 5.988 -13.639 -24.459
H 6.509 -15.170 -21.889
H 6.797 -13.510 -22.249
H 7.781 -14.671 -23.059
H 5.988 -16.461 -23.990
C 14.616 -6.854 -26.267
C 13.598 -6.721 -27.341
C 13.487 -5.380 -28.042
O 13.849 -7.745 -28.251
H 14.683 -6.048 -25.536
H 15.611 -6.936 -26.703
H 14.459 -7.770 -25.696
H 12.647 -6.898 -26.838
H 13.283 -4.592 -27.316
H 12.702 -5.404 -28.797
H 14.383 -5.112 -28.602
H 13.482 -8.538 -27.854

Atom charges from the Löwdin analysis, given in e for atoms 1 to 2: C -0.062; O -0.194

---

[5]
Here is one molecule with the formula C3H5FN2 from OMol25. Energies are from wB97M-V/def2-TZVPD.

Summary:
SMILES string ... N/N=C\C=C/F
Strongest force on any atom ... 0.0458 hartree/bohr
HOMO-LUMO gap ... 9.76 eV
Energy relative to the best compared isomer or geometry (same formula, charge and spin) ... 140.0 kJ/mol
Lowest unoccupied orbital energy ... 1.0 eV
Electronic energy ... -326.6167 Ha

Element x y z (Å)
N -1.302 -1.197 0.136
N -1.572 0.028 -0.417
C -0.653 0.930 -0.470
C 0.704 0.897 0.129
C 1.610 -0.080 0.013
F 1.335 -1.224 -0.626
H -2.195 -1.659 0.345
H -0.628 -1.261 0.852
H -0.959 1.823 -1.018
H 1.016 1.767 0.694
H 2.644 -0.024 0.363

Atom charges from the natural (NBO) analysis, given in e for atoms 1 to 2: N -0.631; N -0.199